110
Properties=species:S:1:pos:R:3 method="wB97M-V/def2-TZVPD" lumo_energy_ev="-2.4 / -3.2" s_squared=3.783 total_energy_ev=-132130.03193 total_charge=+1 spin_multiplicity=4 de_lowest_kcal_mol=38.94 e_homo_ev="-9.03 / -9.86"
V 0.186 -0.446 0.812
C 2.328 -0.045 -4.636
N 1.555 1.112 -5.022
C 0.925 1.048 -6.335
C 1.063 1.975 -4.082
N 0.963 1.668 -2.832
C 0.658 2.762 -1.948
C 0.861 2.602 -0.421
N -0.108 1.822 0.434
C -0.083 2.403 1.795
C 0.706 1.544 2.810
N 1.533 0.587 2.103
C 2.651 0.201 2.674
N 2.820 0.237 4.028
C 4.097 0.576 4.630
C 1.798 -0.210 4.954
N 3.727 -0.223 1.946
C 4.327 0.618 0.927
C 4.572 -1.305 2.405
C -1.443 1.787 -0.190
C -1.550 0.529 -1.063
N -1.523 -0.650 -0.201
C -2.595 -1.394 -0.137
N -3.805 -1.003 -0.660
C -4.570 -1.913 -1.493
C -4.514 0.198 -0.280
N -2.594 -2.623 0.477
C -3.809 -3.110 1.102
C -1.658 -3.688 0.159
N 0.769 3.252 -4.571
C -0.570 3.793 -4.474
C 1.616 3.879 -5.564
H 2.919 -0.364 -5.496
H 2.993 0.244 -3.825
H 1.688 -0.868 -4.302
H 0.855 0.003 -6.636
H 1.502 1.589 -7.091
H -0.084 1.455 -6.299
H -0.369 3.100 -2.113
H 1.302 3.611 -2.219
H 0.825 3.643 -0.077
H 1.860 2.213 -0.230
H -1.096 2.533 2.178
H 0.365 3.399 1.770
H 0.003 1.042 3.478
H 1.327 2.199 3.430
H 4.750 1.030 3.888
H 4.597 -0.294 5.064
H 3.926 1.304 5.425
H 0.992 -0.698 4.411
H 1.392 0.615 5.546
H 2.236 -0.940 5.641
H 3.643 1.418 0.671
H 4.553 0.049 0.028
H 5.260 1.053 1.309
H 5.554 -0.951 2.737
H 4.733 -1.998 1.575
H 4.093 -1.841 3.222
H -1.654 2.696 -0.761
H -2.197 1.728 0.596
H -0.683 0.467 -1.726
H -2.446 0.555 -1.683
H -3.949 -2.755 -1.792
H -4.870 -1.386 -2.401
H -5.474 -2.273 -0.990
H -3.935 0.770 0.441
H -5.466 -0.074 0.188
H -4.733 0.830 -1.146
H -4.465 -2.284 1.368
H -3.531 -3.632 2.020
H -4.355 -3.816 0.468
H -0.812 -3.279 -0.381
H -2.145 -4.436 -0.477
H -1.330 -4.185 1.076
H -1.242 3.062 -4.026
H -0.951 4.028 -5.473
H -0.594 4.716 -3.885
H 2.559 3.342 -5.637
H 1.831 4.906 -5.254
H 1.144 3.921 -6.552
C 1.039 -4.045 2.905
C 0.494 -2.757 2.363
N 0.869 -2.159 1.236
N 1.755 -2.793 0.412
C 2.282 -2.112 -0.627
N 3.182 -2.774 -1.393
S 1.919 -0.504 -0.852
C -0.585 -2.090 3.021
C -1.255 -2.598 4.147
C -2.343 -1.926 4.653
C -2.765 -0.756 4.018
C -2.065 -0.321 2.912
N -0.990 -0.936 2.418
H 1.847 -4.450 2.302
H 0.255 -4.801 2.975
H 1.422 -3.887 3.915
H 1.794 -3.802 0.408
H 3.057 -3.769 -1.508
H 3.426 -2.299 -2.247
H -0.915 -3.519 4.599
H -2.867 -2.301 5.521
H -3.613 -0.194 4.380
H -2.387 0.574 2.392
Cl 0.589 -4.907 -2.827
C -0.531 -3.823 -3.686
Cl -2.142 -4.570 -3.660
Cl 0.013 -3.669 -5.363
C -0.631 -2.355 -2.973
O -1.347 -1.562 -3.569
O 0.017 -2.276 -1.916


17
Properties=species:S:1:pos:R:3 method="wB97M-V/def2-TZVPD" lumo_energy_ev=0.9 total_energy_ev=-9439.11291 total_charge=0 de_lowest_kcal_mol=90.63 e_homo_ev=-9.77
C -2.574 -0.617 0.378
C -0.003 -0.203 0.756
C 1.120 1.071 -1.138
C 1.259 0.092 -0.007
C 2.414 -0.468 0.339
O -1.019 -0.715 -0.138
O -2.870 0.373 -0.444
H -1.670 0.127 -0.796
H -2.962 -1.619 0.154
H -2.522 -0.389 1.455
H -0.390 0.718 1.212
H 0.178 -0.933 1.546
H 0.654 2.000 -0.795
H 0.481 0.661 -1.923
H 2.087 1.312 -1.578
H 3.336 -0.228 -0.175
H 2.483 -1.181 1.152